No. 1
ORCA calculation (wB97M-V/def2-TZVPD) on a molecular structure, C14H10F2NO8S2 at a distorted geometry.

The charge is -1. The value obtained for the molar mass is 422.4 g/mol. Its max |F| is 0.0388 hartree/bohr. As for the total energy: -59656.628 eV. The lowest unoccupied orbital energy comes out at 0.42 eV. Its HOMO-LUMO gap is 6.9 eV.

Geometry (Å):
O: 3.368 -2.776 -2.163
C: 3.307 -1.620 -1.772
C: 4.372 -1.109 -0.855
C: 4.274 0.151 -0.422
O: 5.225 0.641 0.416
C: 3.152 1.059 -0.862
O: 3.151 2.230 -0.538
C: 2.060 0.506 -1.734
C: 0.893 1.407 -2.073
C: -0.109 1.309 -0.868
O: -0.360 2.235 -0.143
C: -0.725 -0.078 -0.657
C: -1.928 -0.390 -1.253
C: -2.465 -1.648 -1.033
C: -1.809 -2.577 -0.268
C: -0.593 -2.269 0.326
C: -0.080 -1.012 0.134
C: 2.155 -0.750 -2.176
H: 5.180 -1.752 -0.521
H: 4.779 1.252 1.022
H: 1.195 2.451 -2.197
H: 0.345 1.043 -2.950
H: -2.441 0.360 -1.853
H: -3.418 -1.878 -1.508
H: -2.263 -3.556 -0.128
H: -0.098 -3.016 0.941
H: 0.874 -0.728 0.576
H: 1.386 -1.149 -2.835
N: -3.620 1.789 2.130
S: -3.525 0.215 2.235
O: -4.301 -0.403 3.265
O: -2.255 -0.372 1.939
F: -4.373 -0.156 0.930
S: -2.910 2.529 3.325
O: -3.261 3.913 3.393
O: -1.538 2.209 3.565
F: -3.647 1.939 4.613

No. 2
ORCA calculation (wB97M-V/def2-TZVPD) on a molecular structure, C14H10F3N3O2S2.

The charge is 0. The value obtained for the molar mass is 373.4 g/mol. Its max |F| is 0.0107 hartree/bohr. As for the total energy: -53067.527 eV. The lowest unoccupied orbital energy comes out at -1.34 eV. Its HOMO-LUMO gap is 8.3 eV.

Geometry (Å):
C: 3.415 1.143 1.437
C: 2.799 1.426 0.052
C: 1.289 1.416 0.151
C: 0.742 2.488 0.777
C: -0.647 2.564 0.991
N: -1.320 3.553 1.588
S: -2.861 3.090 1.577
N: -2.767 1.685 0.851
C: -1.475 1.491 0.563
C: -0.937 0.357 -0.100
C: -1.917 -0.701 -0.461
C: -1.990 -1.883 0.261
C: -2.940 -2.825 -0.092
N: -3.809 -2.673 -1.088
C: -3.733 -1.531 -1.764
C: -2.826 -0.521 -1.491
C: 0.417 0.350 -0.333
S: 1.083 -0.941 -1.357
O: 2.043 -0.401 -2.269
O: 0.050 -1.783 -1.867
C: 2.012 -2.054 -0.172
F: 3.263 -1.656 0.021
F: 1.377 -2.090 1.002
F: 2.024 -3.271 -0.700
H: 3.245 1.987 2.106
H: 4.478 0.931 1.362
H: 2.913 0.292 1.896
H: 3.165 0.697 -0.655
H: 3.109 2.413 -0.286
H: 1.374 3.297 1.117
H: -1.319 -2.076 1.087
H: -2.993 -3.755 0.460
H: -4.438 -1.401 -2.576
H: -2.825 0.381 -2.088

No. 3
ORCA calculation (wB97M-V/def2-TZVPD) on a molecular structure, C14H10FIrN5O5S6.

The charge is -1. The value obtained for the molar mass is 731.9 g/mol. The calculation puts the energy relative to the best compared isomer or geometry (same formula, charge and spin) at 9.7 kcal/mol. Its max |F| is 0.0130 hartree/bohr. As for the total energy: -102942.170 eV. The lowest unoccupied orbital energy comes out at 2.20 eV. Its HOMO-LUMO gap is 6.3 eV.

Geometry (Å):
Ir: -1.569 -0.077 1.102
S: -8.622 -1.533 1.246
C: -7.012 -1.169 1.318
S: -5.800 -2.270 1.855
C: -4.422 -1.210 1.683
C: -4.689 0.018 1.218
S: -3.444 1.222 1.008
S: -6.358 0.355 0.842
S: -2.817 -1.744 2.103
C: -2.012 2.609 -2.285
N: -0.770 1.859 -2.255
C: -0.181 1.245 -3.351
C: 0.887 0.561 -2.901
N: 0.941 0.773 -1.541
C: -0.083 1.549 -1.147
S: -0.378 2.067 0.462
H: -2.028 3.233 -3.176
H: -2.066 3.225 -1.391
H: -2.858 1.924 -2.281
H: -0.593 1.340 -4.339
H: 1.585 -0.074 -3.411
H: 1.493 0.260 -0.863
O: -0.869 -2.263 -2.289
C: -1.367 -1.565 -1.459
N: -1.911 -0.848 -0.688
F: 3.983 1.511 -1.131
C: 4.034 0.499 -0.252
C: 3.255 0.487 0.831
N: 3.301 -0.526 1.764
C: 2.260 -0.580 2.785
C: 0.864 -0.517 2.186
O: -0.075 -0.215 2.952
O: 0.715 -0.736 0.953
C: 4.108 -1.632 1.577
O: 4.146 -2.578 2.333
N: 4.912 -1.568 0.451
C: 4.955 -0.590 -0.539
O: 5.689 -0.683 -1.497
H: 2.549 1.287 1.018
H: 2.378 0.247 3.485
H: 2.376 -1.515 3.327
H: 5.492 -2.379 0.296

No. 4
ORCA calculation (wB97M-V/def2-TZVPD) on C14H10N4O3S3 in the gas phase at a distorted geometry.

The charge is 0. The value obtained for the molar mass is 378.5 g/mol. Its max |F| is 0.1427 hartree/bohr. As for the total energy: -59284.259 eV. The lowest unoccupied orbital energy comes out at -0.79 eV. The structure (SMILES) is CC(=O)O/N=C(\C(=O)Sc1nc2ccccc2s1)c1csc(N)n1. Its HOMO-LUMO gap is 7.9 eV.

Geometry (Å):
C: -1.282 -2.312 0.955
C: -2.237 -1.070 0.931
O: -2.679 -0.748 2.030
O: -2.543 -0.484 -0.302
N: -1.719 -0.614 -1.457
C: -1.131 0.491 -1.915
C: -0.935 1.615 -1.082
O: -1.884 2.333 -0.654
S: 0.633 2.177 -0.746
C: 0.846 1.427 0.790
N: 1.590 0.393 0.900
C: 1.467 0.045 2.210
C: 1.837 -1.202 2.681
C: 1.658 -1.575 3.996
C: 1.162 -0.654 4.872
C: 0.645 0.556 4.404
C: 0.776 0.837 3.074
S: 0.182 2.248 2.275
C: -0.574 0.405 -3.302
C: -1.355 -0.236 -4.228
S: -0.702 -0.031 -5.817
C: 0.511 1.029 -5.075
N: 1.323 1.961 -5.642
N: 0.387 1.262 -3.807
H: -0.629 -2.503 0.046
H: -1.910 -3.146 1.191
H: -0.532 -2.171 1.798
H: 2.225 -1.894 1.961
H: 2.219 -2.449 4.325
H: 1.275 -0.592 5.948
H: 0.188 1.303 5.155
H: -2.190 -0.756 -3.932
H: 2.015 2.206 -4.986
H: 1.362 2.146 -6.595

No. 5
ORCA calculation (wB97M-V/def2-TZVPD) on 2 unconnected molecules or ions with the total composition C14H11Cl2N3O4 at a distorted geometry.

The charge is 0. The value obtained for the molar mass is 356.2 g/mol. Its max |F| is 0.0580 hartree/bohr. As for the total energy: -52398.802 eV. The lowest unoccupied orbital energy comes out at -3.43 eV. The structure (SMILES) is N#CC1=C(C#N)C(=O)C(Cl)=C(Cl)C1=O.COC(=O)[C@H]1CCCN1. Its HOMO-LUMO gap is 4.9 eV.

Geometry (Å):
N: -0.334 -3.864 2.383
C: 0.663 -3.253 2.367
C: 1.878 -2.509 2.349
C: 1.872 -1.143 2.317
C: 0.652 -0.416 2.366
N: -0.354 0.179 2.420
C: 3.108 -0.343 2.317
O: 3.066 0.885 2.300
C: 4.380 -1.128 2.342
Cl: 5.810 -0.210 2.359
C: 4.388 -2.494 2.347
Cl: 5.827 -3.398 2.354
C: 3.125 -3.293 2.341
O: 3.099 -4.522 2.327
C: -4.666 0.503 0.235
O: -3.696 0.361 -0.801
C: -2.564 1.050 -0.557
O: -2.399 1.771 0.397
C: -1.551 0.809 -1.671
C: -1.916 1.540 -2.994
C: -0.587 2.120 -3.501
C: 0.464 1.823 -2.400
N: -0.306 1.326 -1.294
H: -5.530 -0.057 -0.119
H: -4.289 0.081 1.172
H: -4.919 1.556 0.385
H: -1.552 -0.285 -1.832
H: -2.390 0.833 -3.677
H: -2.620 2.355 -2.777
H: -0.306 1.677 -4.458
H: -0.687 3.199 -3.637
H: 1.182 1.087 -2.802
H: 1.026 2.728 -2.134
H: 0.126 1.036 -0.424

No. 6
ORCA calculation (wB97M-V/def2-TZVPD) on a molecular structure, C14H11ClN2O2Pb at a distorted geometry.

The charge is +2. The value obtained for the molar mass is 481.9 g/mol. The calculation puts the energy relative to the best compared isomer or geometry (same formula, charge and spin) at 0.0 kcal/mol. Its max |F| is 0.0724 hartree/bohr. As for the total energy: -39520.364 eV. The lowest unoccupied orbital energy (alpha / beta) comes out at -9.75 / -10.31 eV. Its HOMO-LUMO gap (alpha / beta) is 6.6 / 5.9 eV.

Geometry (Å):
Cl: 0.333 4.271 -1.513
C: -2.036 -0.620 -2.435
C: -1.299 -1.845 -2.492
C: -0.046 -1.554 -3.120
H: -1.675 -2.839 -2.264
C: -0.015 -0.157 -3.440
C: -1.243 0.403 -2.994
H: -1.531 1.434 -3.194
H: -3.093 -0.540 -2.164
H: 0.725 -2.265 -3.420
C: 1.089 0.565 -4.114
Pb: 0.364 -0.641 -0.561
C: 2.222 1.456 -0.389
O: 3.037 2.211 -0.126
C: -0.601 2.023 -0.207
O: -1.058 2.846 0.436
H: 2.064 0.174 -3.804
H: 1.056 1.631 -3.879
H: 1.060 0.478 -5.211
N: 2.855 0.457 5.663
C: 1.951 0.114 4.998
C: 0.849 -0.316 4.157
C: -0.408 -0.580 4.712
C: -1.446 -0.970 3.878
C: -1.220 -1.082 2.511
N: -0.009 -0.784 1.976
C: 1.028 -0.461 2.786
H: -0.524 -0.468 5.792
H: -2.431 -1.189 4.274
H: -2.018 -1.399 1.825
H: 2.018 -0.356 2.321

No. 7
ORCA calculation (wB97M-V/def2-TZVPD) on a molecular structure, C14H11F3N4O7ReS3 at a distorted geometry.

The charge is 0. The value obtained for the molar mass is 686.7 g/mol. The calculation puts the energy relative to the best compared isomer or geometry (same formula, charge and spin) at 61.4 kcal/mol. Its max |F| is 0.0684 hartree/bohr. Its spin multiplicity is 2. As for the total energy: -77773.202 eV. The lowest unoccupied orbital energy (alpha / beta) comes out at -1.18 / -1.21 eV. Its HOMO-LUMO gap (alpha / beta) is 6.5 / 6.2 eV.

Geometry (Å):
Re: -0.619 0.002 0.050
S: -1.354 2.161 -0.339
C: -0.056 2.612 -1.508
N: 0.032 3.787 -2.035
N: -0.853 4.697 -1.731
C: -0.767 6.007 -2.207
C: -1.852 6.855 -1.995
C: -1.806 8.159 -2.454
C: -0.684 8.624 -3.126
C: 0.395 7.775 -3.331
C: 0.363 6.468 -2.875
N: 0.846 1.670 -1.893
N: 0.753 0.546 -1.302
C: 1.720 -0.390 -1.823
C: 2.619 -1.027 -0.970
C: 3.522 -1.940 -1.492
C: 3.514 -2.240 -2.845
C: 2.621 -1.606 -3.695
C: 1.736 -0.675 -3.179
H: -1.602 4.452 -1.090
H: -2.726 6.481 -1.474
H: -2.654 8.813 -2.298
H: -0.650 9.645 -3.483
H: 1.271 8.139 -3.852
H: 1.197 5.797 -3.024
H: 3.280 -1.186 0.822
H: 4.234 -2.423 -0.832
H: 4.205 -2.979 -3.228
H: 2.606 -1.839 -4.750
H: 1.034 -0.154 -3.816
O: 0.770 -3.253 1.876
S: 0.081 -2.163 1.307
O: 0.090 -2.039 -0.145
O: 0.123 -0.882 1.992
O: 2.574 -0.724 0.358
F: -5.138 -1.462 0.988
C: -4.149 -2.206 1.458
F: -4.161 -2.174 2.785
F: -4.297 -3.456 1.042
S: -2.550 -1.517 0.834
O: -2.629 -1.595 -0.596
O: -1.630 -2.569 1.509
O: -2.445 -0.212 1.456

Q: Look up the charge of the third one.
A: -1

Q: Look up the charge of the fifth one.
A: 0